(w)
# H4SSi2

The molecule H4SSi2 (ωB97M-V with the def2-TZVPD basis set, the OMol25 dataset).

ORCA input file:
```
! wB97M-V def2-TZVPD RIJCOSX def2/J DEFGRID3
* xyz 0 1
Si -0.106 -1.147 -0.017
Si -0.156 1.143 0.009
S -1.997 0.005 0.009
H 0.276 -2.142 -1.116
H -0.067 -2.019 1.089
H 0.161 2.148 1.112
H -0.019 1.867 -1.232
*
```

## Properties
**Gap between HOMO and LUMO**: 0.3637 Eh
**Structure (SMILES)**: [SiH2]1[SiH2]S1

Listed below, in e, are the Mulliken charges computed for each atom: atom 1 (Si): 0.31, atom 2 (Si): 0.31, atom 3 (S): -0.28, atom 4 (H): -0.08, atom 5 (H): -0.09, atom 6 (H): -0.08, atom 7 (H): -0.08

(x)
# H4SSi2

A cluster of 2 separate species, H4SSi2 in total (ωB97M-V with the def2-TZVPD basis set, the OMol25 dataset).

ORCA input file:
```
! wB97M-V def2-TZVPD RIJCOSX def2/J DEFGRID3
* xyz 0 1
Si -1.661 -0.337 -0.112
Si 1.406 0.361 -0.249
S 3.154 -0.078 0.552
H -1.153 -1.207 1.097
H -3.103 -0.428 -0.106
H 0.922 0.382 -1.673
H 0.435 1.306 0.491
*
```

## Properties
**Gap between HOMO and LUMO**: 0.2634 Eh

Listed below, in e, are the Mulliken charges computed for each atom: atom 1 (Si): 0.24, atom 2 (Si): 0.30, atom 3 (S): -0.33, atom 4 (H): -0.04, atom 5 (H): -0.10, atom 6 (H): -0.01, atom 7 (H): -0.05

Here is how they stack up, most stable first: (w), (x).

(w)
# C3H3N2O2

The ion C3H3N2O2 with charge -1 (ωB97M-V with the def2-TZVPD basis set, the OMol25 dataset).

ORCA input file:
```
! wB97M-V def2-TZVPD RIJCOSX def2/J DEFGRID3
* xyz -1 1
C 0.245 -1.063 -0.610
C 1.166 -1.070 0.319
C -0.650 1.065 0.102
N -0.577 0.047 -0.883
N 0.303 0.945 0.981
O 2.117 -1.393 0.964
O -1.550 1.917 -0.011
H 0.090 -1.936 -1.227
H -1.446 -0.143 -1.358
H 0.302 1.629 1.724
*
```

## Properties
**Gap between HOMO and LUMO**: 0.2654 Eh
**Structure (SMILES)**: [H]/N=C(\[O-])NC=C=O

Listed below, in e, are the Mulliken charges computed for each atom: atom 1 (C): -0.77, atom 2 (C): 0.81, atom 3 (C): 0.34, atom 4 (N): -0.19, atom 5 (N): -0.61, atom 6 (O): -0.54, atom 7 (O): -0.78, atom 8 (H): 0.34, atom 9 (H): 0.22, atom 10 (H): 0.16

(x)
# C3H3N2O2

A structure of composition C3H3N2O2 (ωB97M-V with the def2-TZVPD basis set, the OMol25 dataset).

ORCA input file:
```
! wB97M-V def2-TZVPD RIJCOSX def2/J DEFGRID3
* xyz -1 1
C -0.322 0.371 0.337
C 0.385 -0.773 0.346
C -0.393 -2.228 -2.233
N -0.194 0.477 -1.057
N 0.620 -0.752 -1.016
O 0.168 -3.224 -2.023
O -1.268 -1.661 -2.693
H -0.754 1.009 1.208
H 0.706 -1.689 0.904
H 0.030 1.399 -1.367
*
```

## Properties
**Gap between HOMO and LUMO**: 0.2402 Eh

Listed below, in e, are the Mulliken charges computed for each atom: atom 1 (C): -0.45, atom 2 (C): -0.20, atom 3 (C): 0.69, atom 4 (N): -0.23, atom 5 (N): -0.57, atom 6 (O): -0.52, atom 7 (O): -0.45, atom 8 (H): 0.26, atom 9 (H): 0.31, atom 10 (H): 0.15

Here is how they stack up, most stable first: (w), (x).